[1]
46
Properties=species:S:1:pos:R:3:lowdin_charge:R:1 method="wB97M-V/def2-TZVPD" fmax_ha_per_bohr=0.049 e_above_lowest_kcal_mol=0.00 energy_ha=-1069.644706 e_homo_ev=-12.186 homo_lumo_gap_ha=0.3610 total_charge=+1
O 0.452 3.449 -0.065 0.051
C -0.352 2.807 -0.708 -0.167
C -0.426 1.271 -0.566 -0.293
C 1.027 0.724 -0.665 -0.095
C 1.085 -0.761 -0.590 -0.286
C 1.405 -1.607 -1.566 0.091
N 0.695 -1.289 0.733 0.195
N -1.020 0.880 0.715 0.059
H -1.008 3.333 -1.363 0.118
H -1.083 0.846 -1.374 0.161
H 1.461 1.133 -1.595 0.134
H 1.686 1.204 0.095 0.108
H 1.434 -2.696 -1.481 0.087
H 1.675 -1.233 -2.594 0.100
H 1.416 -1.065 1.443 0.132
H 0.531 -2.291 0.685 0.128
H -0.169 -0.739 1.014 0.098
H -0.809 1.487 1.503 0.078
H -2.028 0.801 0.636 0.092
H -3.785 -1.663 1.268 0.075
H -2.360 -1.292 1.723 -0.008
O -2.924 -1.410 0.941 -0.052
H -1.176 -2.569 -1.890 -0.002
H -1.165 -3.281 -3.329 0.104
O -1.148 -2.403 -2.858 -0.084
H -1.556 -1.556 3.917 0.091
H -0.907 -0.362 3.188 -0.029
O -1.314 -1.200 3.050 -0.037
H 3.139 3.435 1.432 0.065
H 1.703 3.017 1.019 0.008
O 2.459 2.796 1.600 -0.048
H 2.428 1.181 2.206 0.007
H 2.966 0.096 3.151 0.054
O 2.278 0.305 2.576 -0.019
H -0.272 -0.464 -4.963 0.071
H -0.429 -1.071 -3.555 0.014
O 0.029 -0.328 -4.055 -0.088
H -1.909 -2.410 0.071 0.040
H -1.589 -3.946 -0.121 0.108
O -1.187 -3.048 -0.246 -0.101
H 0.168 2.723 -3.847 0.076
H 0.014 1.276 -3.442 -0.026
O -0.007 2.154 -3.091 -0.050
H 0.836 0.950 3.268 0.022
H -0.149 1.681 4.260 0.082
O -0.110 1.133 3.472 -0.060

***

[2]
39
Properties=species:S:1:pos:R:3:lowdin_charge:R:1 method="wB97M-V/def2-TZVPD" fmax_ha_per_bohr=0.143 e_above_lowest_kcal_mol=147.93 energy_ha=-1427.777123 e_homo_ev=-8.686 smiles="C[C@H]1C(SCc2ccccn2)=C(C(=O)O)N2C(=O)/C(=C/CO)[C@@H]12" homo_lumo_gap_ha=0.2882
C 0.331 2.287 0.208 -0.074
C -0.544 1.535 1.109 -0.289
C -0.929 0.125 0.649 -0.410
S -1.790 -0.199 -0.879 0.992
C -0.318 -0.339 -2.035 -0.355
C -0.777 -1.266 -3.115 -0.371
C -1.175 -2.613 -2.776 -0.047
C -1.517 -3.523 -3.796 -0.050
C -1.493 -3.035 -5.168 -0.073
C -1.192 -1.681 -5.356 -0.187
N -0.805 -0.833 -4.407 0.090
C -0.791 -0.813 1.542 -0.189
C -1.044 -2.289 1.417 -0.435
O -2.023 -2.692 0.831 0.103
O 0.056 -3.034 1.650 0.119
N -0.226 -0.254 2.655 0.070
C 1.171 -0.443 2.846 -0.265
O 2.006 -1.157 2.215 0.081
C 1.459 0.916 2.763 -0.087
C 2.459 1.788 3.021 0.041
C 2.261 3.225 3.188 -0.225
O 1.167 3.686 3.979 -0.001
C -0.053 1.212 2.533 -0.084
H 0.412 3.281 0.694 0.087
H -0.158 2.568 -0.742 0.093
H 1.326 1.854 0.089 0.098
H -1.464 2.185 1.116 0.162
H -0.294 0.676 -2.488 0.072
H 0.623 -0.814 -1.641 0.121
H -1.207 -2.931 -1.743 0.086
H -1.759 -4.594 -3.521 0.119
H -1.822 -3.644 -6.048 0.104
H -1.556 -1.335 -6.369 0.116
H 0.822 -2.471 1.443 0.082
H 3.378 1.333 3.218 0.110
H 3.106 3.597 3.655 0.095
H 2.202 3.759 2.234 0.127
H 0.793 4.430 3.667 0.023
H -0.636 1.505 3.365 0.147

***

[3]
50
Properties=species:S:1:pos:R:3:lowdin_charge:R:1 method="wB97M-V/def2-TZVPD" fmax_ha_per_bohr=0.037 e_above_lowest_kcal_mol=27.81 energy_ha=-13028.925392 e_homo_ev=-1.906 homo_lumo_gap_ha=0.1883 total_charge=-2
Pt -0.151 -0.444 -3.514 0.647
Br 3.613 5.539 -3.838 0.629
C 3.090 3.736 -3.571 -0.782
C 4.004 2.807 -3.102 -0.785
Br 5.779 3.327 -2.691 0.628
C 3.596 1.481 -2.908 -0.652
Br 4.817 0.146 -2.338 0.695
C 2.287 1.051 -3.150 -0.451
O 1.909 -0.173 -2.949 -0.278
C 1.342 2.015 -3.664 -0.453
O 0.129 1.640 -3.938 -0.284
C 1.780 3.329 -3.858 -0.652
Br 0.502 4.546 -4.552 0.702
S -2.296 -0.816 -4.409 0.526
C -2.096 -2.481 -4.031 -1.168
S -0.485 -2.816 -3.532 0.519
C -3.121 -3.421 -4.112 -0.410
C -2.986 -4.762 -3.681 -0.284
N -2.942 -5.859 -3.319 0.104
C -4.402 -3.058 -4.597 -0.292
N -5.449 -2.790 -5.006 0.110
C 2.032 -0.704 5.685 -0.124
C 0.598 -0.339 6.037 -0.295
S -0.555 -1.042 4.836 0.643
O -0.235 -2.442 4.683 -0.325
O -1.893 -0.708 5.257 -0.318
C -0.173 -0.180 3.305 -0.203
C -1.403 -0.190 2.398 -0.152
N -1.081 0.288 1.066 0.043
C -0.890 -0.496 -0.026 -0.296
N -0.764 0.229 -1.125 0.088
C -0.857 1.521 -0.765 0.007
C -1.054 1.601 0.598 -0.142
N -1.103 2.743 1.391 -0.351
O -1.119 3.821 0.832 0.084
O -1.132 2.632 2.618 0.029
C -0.802 -1.975 0.023 0.008
H 2.708 -0.462 6.505 0.073
H 2.368 -0.165 4.799 0.076
H 2.097 -1.772 5.482 0.074
H 0.412 0.735 6.041 0.099
H 0.284 -0.765 6.989 0.100
H 0.673 -0.695 2.852 0.115
H 0.073 0.848 3.564 0.094
H -2.165 0.448 2.836 0.124
H -1.804 -1.199 2.315 0.127
H -0.802 2.326 -1.482 0.129
H -0.423 -2.323 0.984 0.077
H -0.133 -2.297 -0.771 0.046
H -1.775 -2.433 -0.165 0.102

***

[4]
130
Properties=species:S:1:pos:R:3:lowdin_charge:R:1 method="wB97M-V/def2-TZVPD" fmax_ha_per_bohr=0.018 e_above_lowest_kcal_mol=0.00 energy_ha=-8348.084436 e_homo_ev=-12.352 homo_lumo_gap_ha=0.2254 total_charge=+2
Ti 0.394 1.276 0.827 0.778
C -2.877 -0.403 4.847 0.023
N -1.774 0.152 4.052 -0.070
C -0.788 0.946 4.782 0.019
C -1.725 -0.044 2.763 -0.386
C -2.742 -0.904 2.102 0.041
O -0.772 0.478 2.065 -0.206
H -2.651 -0.247 5.897 0.105
H -2.983 -1.469 4.663 0.106
H -3.809 0.108 4.603 0.107
H -0.433 0.361 5.629 0.113
H -1.255 1.863 5.140 0.106
H 0.046 1.192 4.135 0.061
H -3.749 -0.630 2.412 0.093
H -2.559 -1.945 2.376 0.086
H -2.671 -0.797 1.028 0.086
C 1.300 5.203 0.022 -0.147
Si 2.176 3.579 -0.260 0.454
C 1.495 2.516 -1.681 -0.153
C 3.948 4.012 -0.669 -0.160
C 1.954 2.443 1.270 -0.450
Si 3.528 1.456 1.748 0.447
C 4.304 0.666 0.231 -0.164
C 4.782 2.592 2.540 -0.153
C 2.989 0.166 3.015 -0.160
H 0.818 5.563 -0.887 0.038
H 2.043 5.949 0.312 0.050
H 0.548 5.169 0.810 0.016
H 0.901 3.104 -2.380 0.045
H 0.836 1.668 -1.404 -0.026
H 2.315 2.040 -2.223 0.054
H 3.907 4.735 -1.489 0.055
H 4.562 3.179 -1.003 0.022
H 4.444 4.509 0.164 0.040
H 1.786 3.082 2.146 0.028
H 5.044 1.340 -0.197 0.031
H 3.587 0.437 -0.559 0.007
H 4.835 -0.251 0.492 0.048
H 5.344 3.152 1.794 0.029
H 5.497 1.988 3.105 0.047
H 4.338 3.305 3.235 0.046
H 2.597 -0.739 2.547 -0.007
H 2.214 0.566 3.675 0.021
H 3.822 -0.138 3.651 0.049
C 2.530 -2.117 -0.337 -0.394
C 2.463 -3.595 -0.732 -0.393
As 2.383 -3.924 -2.696 1.325
C 0.542 -4.559 -2.894 -0.401
C -0.320 -3.842 -3.718 -0.137
C -1.629 -4.266 -3.913 -0.082
C -2.079 -5.425 -3.298 -0.080
C -1.217 -6.158 -2.491 -0.080
C 0.084 -5.725 -2.288 -0.106
C 3.277 -5.652 -2.756 -0.422
C 3.479 -6.490 -1.663 -0.129
C 4.100 -7.720 -1.828 -0.076
C 4.520 -8.126 -3.086 -0.072
C 4.323 -7.297 -4.180 -0.072
C 3.710 -6.064 -4.014 -0.127
P 0.953 -1.186 -0.181 1.062
C -0.146 -2.367 0.662 -0.370
C -1.091 -3.155 0.015 -0.071
C -1.809 -4.104 0.734 -0.046
C -1.569 -4.292 2.086 -0.062
C -0.613 -3.519 2.735 -0.073
C 0.086 -2.555 2.028 -0.115
C 0.291 -0.838 -1.834 -0.393
C 1.122 -0.724 -2.947 -0.136
C 0.607 -0.297 -4.162 -0.057
C -0.741 0.011 -4.282 -0.049
C -1.574 -0.087 -3.177 -0.079
C -1.058 -0.485 -1.951 -0.115
H 3.177 -1.573 -1.026 0.053
H 2.993 -2.008 0.649 0.072
H 1.677 -4.133 -0.200 0.064
H 3.417 -4.028 -0.424 0.068
H 0.035 -2.953 -4.228 0.078
H -2.287 -3.707 -4.567 0.106
H -3.089 -5.773 -3.468 0.108
H -1.556 -7.078 -2.032 0.110
H 0.753 -6.320 -1.676 0.098
H 3.151 -6.203 -0.671 0.090
H 4.254 -8.363 -0.971 0.108
H 5.003 -9.085 -3.212 0.110
H 4.653 -7.606 -5.163 0.110
H 3.571 -5.418 -4.874 0.094
H -1.264 -3.059 -1.047 0.100
H -2.540 -4.712 0.221 0.117
H -2.117 -5.047 2.633 0.119
H -0.408 -3.674 3.786 0.117
H 0.826 -1.954 2.544 0.093
H 2.170 -0.983 -2.883 0.074
H 1.260 -0.223 -5.021 0.124
H -1.142 0.322 -5.238 0.120
H -2.627 0.143 -3.271 0.114
H -1.724 -0.568 -1.101 0.091
C -1.909 5.737 4.340 -0.061
C -2.737 5.919 3.241 -0.053
C -2.595 5.115 2.121 -0.117
C -1.611 4.122 2.060 -0.323
C -0.806 3.944 3.181 -0.145
C -0.947 4.740 4.312 -0.076
Ge -1.582 2.995 0.442 1.028
C -3.318 2.062 0.548 -0.298
C -4.058 2.077 1.732 -0.125
C -5.315 1.488 1.798 -0.085
C -5.844 0.851 0.685 -0.067
C -5.119 0.823 -0.499 -0.062
C -3.874 1.432 -0.566 -0.112
C -1.657 4.041 -1.208 -0.313
C -1.627 3.393 -2.442 -0.150
C -1.785 4.098 -3.627 -0.066
C -1.983 5.470 -3.593 -0.060
C -2.012 6.130 -2.373 -0.059
C -1.848 5.422 -1.191 -0.117
H -2.017 6.367 5.213 0.114
H -3.498 6.688 3.257 0.116
H -3.274 5.259 1.288 0.108
H -0.047 3.172 3.198 0.053
H -0.300 4.586 5.166 0.111
H -3.669 2.582 2.609 0.099
H -5.891 1.544 2.713 0.112
H -6.826 0.398 0.732 0.113
H -5.538 0.349 -1.378 0.112
H -3.346 1.442 -1.512 0.072
H -1.460 2.321 -2.492 0.062
H -1.754 3.577 -4.575 0.108
H -2.111 6.024 -4.513 0.113
H -2.162 7.201 -2.340 0.114
H -1.852 5.965 -0.253 0.093

***

[5]
13
Properties=species:S:1:pos:R:3:lowdin_charge:R:1 method="wB97M-V/def2-TZVPD" fmax_ha_per_bohr=0.114 e_above_lowest_kcal_mol=95.28 energy_ha=-985.903513 e_homo_ev=-12.648 homo_lumo_gap_ha=0.2926 total_charge=+1
C 0.687 -0.620 0.423 -0.590
C 0.338 0.536 -0.409 -0.608
N 0.257 -2.094 -0.934 0.074
N -0.116 1.688 0.537 0.224
S 2.484 -0.467 0.572 0.624
S 2.082 0.900 -1.110 0.633
H 0.110 -1.078 1.321 0.130
H -0.471 0.336 -1.087 0.112
H 1.099 -2.645 -1.036 0.020
H -0.393 -2.704 -0.610 -0.036
H 0.330 1.681 1.387 0.123
H -1.018 1.631 0.802 0.119
H -0.005 2.614 0.130 0.175

***

[6]
16
Properties=species:S:1:pos:R:3:lowdin_charge:R:1 method="wB97M-V/def2-TZVPD" fmax_ha_per_bohr=0.131 e_above_lowest_kcal_mol=123.94 energy_ha=-288.584523 e_homo_ev=-8.832 smiles="C1=CC[C@@H]2N[C@H]2C1" homo_lumo_gap_ha=0.3601
C -0.322 1.478 0.184 -0.105
C 0.990 1.001 0.521 -0.096
C 1.495 -0.279 0.090 -0.196
C 0.233 -1.142 0.220 -0.334
N -0.646 -2.001 -0.514 0.098
C -0.703 -0.508 -0.725 -0.236
C -1.531 0.714 -0.112 -0.135
H -0.394 2.519 0.621 0.107
H 1.577 1.617 1.227 0.106
H 2.389 -0.868 0.715 0.164
H 1.845 -0.305 -0.904 0.091
H -0.129 -1.369 1.269 0.163
H -0.108 -2.399 -1.192 0.045
H -0.270 -0.141 -1.577 0.105
H -2.162 0.300 0.716 0.129
H -2.264 1.383 -0.539 0.093